No. 1
ORCA calculation (ωB97M-V/def2-TZVPD) on a cluster of 2 separate species, C5H15N3O in total in a non-equilibrium geometry.

Summary:
Net charge: 0

Atoms and positions in Å:
C  -2.86542  -0.15416  -0.69253
C  -1.62230  -0.83475  -0.04215
N  -1.36925  -0.32951  1.32724
C  -0.45815  -0.31607  -0.96603
C  0.80545  -1.20641  -1.28481
N  2.06557  -0.48976  -1.22227
C  2.38372  0.07065  -0.12392
N  1.81712  -0.08198  1.11451
H  -2.77342  0.93890  -0.69746
H  -3.76033  -0.45116  -0.13419
H  -3.03568  -0.68456  -1.66123
H  -1.81917  -1.88862  0.13118
H  -2.23249  -0.40714  1.86107
H  -1.06492  0.64435  1.32570
H  -0.06491  0.50698  -0.38100
H  -0.78907  0.13006  -1.89589
H  0.76702  -2.14617  -0.71456
H  0.68249  -1.39271  -2.35472
H  3.30495  0.64645  -0.05263
H  0.97184  -0.62159  1.23511
H  2.18527  0.44636  1.88344
O  -0.04013  2.43819  1.21681
H  -0.17854  3.38006  1.03271
H  0.71142  2.07028  0.71738

Cartesian forces (eV/Å) of the 2 atoms listed first:
C -0.49 -1.99 0.39
C -0.22 2.37 -0.53

No. 2
ORCA calculation (ωB97M-V/def2-TZVPD) on a structure of composition CH4N2OS in a non-equilibrium geometry.

Summary:
Net charge: 0

Atoms and positions in Å:
C  -0.19319  -0.14971  1.03377
H  0.82573  0.43029  -1.57313
H  1.72817  -0.00958  1.29866
H  -0.61046  -0.51531  1.99161
H  -2.21340  0.58109  -1.57912
N  1.09784  0.28734  0.64301
N  -1.16995  -0.23219  0.21201
O  1.45447  -0.32684  -0.66723
S  -0.91921  -0.06510  -1.35959

Cartesian forces (eV/Å) of the 2 atoms listed first:
C -1.21 -0.32 -1.14
H 1.55 -2.15 3.42

No. 3
ORCA calculation (ωB97M-V/def2-TZVPD) on a structure of composition C30H60O10 in a non-equilibrium geometry.

Summary:
Net charge: 0

Atoms and positions in Å:
C  -0.70197  -3.18286  1.82208
C  -0.98766  -4.32078  2.81081
O  -0.72540  -4.23732  4.01427
C  -1.51937  -5.60953  2.29663
H  -1.59159  -2.73690  1.37733
H  -0.09281  -3.44482  0.95697
H  -0.14207  -2.42311  2.36744
H  -0.96781  -5.89846  1.40197
H  -2.54230  -5.40259  1.98214
H  -1.53062  -6.36448  3.08278
C  -0.53959  -3.00304  -3.09740
C  -0.09247  -2.69265  -1.66108
O  -0.53172  -3.26903  -0.67163
C  0.98340  -1.63908  -1.51937
H  0.09396  -2.55592  -3.86340
H  -1.55955  -2.65016  -3.24990
H  -0.53059  -4.06522  -3.34196
H  1.42484  -1.80157  -0.53610
H  0.59483  -0.62511  -1.61407
H  1.70999  -1.74752  -2.32459
C  -1.13589  4.38378  -1.96946
C  -0.53589  3.07582  -1.64200
O  0.15982  2.90956  -0.68833
C  -0.90875  1.95106  -2.53079
H  -1.61837  4.21913  -2.93288
H  -0.42529  5.15349  -2.27065
H  -1.87566  4.67257  -1.22282
H  -0.80423  0.98575  -2.03546
H  -0.23801  1.99844  -3.38867
H  -1.92858  2.08169  -2.89269
C  -6.11868  0.75099  2.52350
C  -4.59322  0.94007  2.32574
O  -3.86785  0.92979  3.31854
C  -4.05236  0.95851  0.84649
H  -6.42644  0.72441  3.56881
H  -6.39016  -0.19335  2.05166
H  -6.68636  1.60698  2.15866
H  -3.08445  0.45727  0.84658
H  -3.86847  1.98208  0.52000
H  -4.74201  0.36928  0.24210
C  1.48141  0.35637  0.51416
C  0.08451  -0.18822  0.83125
O  -0.06521  -0.99771  1.75478
C  -1.03657  0.41338  0.02901
H  2.23506  -0.08430  1.16678
H  1.46681  1.43855  0.64369
H  1.72993  0.07981  -0.51046
H  -1.91875  -0.21461  0.15345
H  -0.70863  0.37957  -1.00993
H  -1.37993  1.37741  0.40431
C  4.89987  -0.30225  -3.50036
C  4.09380  -0.93546  -2.34899
O  3.40351  -1.96906  -2.48704
C  4.05000  -0.22895  -0.99941
H  5.87868  -0.08712  -3.07173
H  4.40306  0.61668  -3.81159
H  5.02381  -0.99630  -4.33164
H  4.13287  -0.95282  -0.18870
H  3.11639  0.33361  -1.00260
H  4.81889  0.54235  -0.95443
C  -2.76824  -1.47940  -1.45398
C  -3.07436  -0.00882  -1.68726
O  -3.32809  0.77408  -0.77394
C  -3.01883  0.51129  -3.10988
H  -3.68805  -1.93621  -1.08882
H  -1.94476  -1.54505  -0.74285
H  -2.41666  -1.94420  -2.37508
H  -3.71355  0.01519  -3.78763
H  -2.02647  0.25119  -3.47822
H  -3.11019  1.59111  -3.22708
C  2.40313  -3.20587  3.00497
C  3.10323  -3.30291  1.68636
O  3.85609  -4.24110  1.51305
C  2.86624  -2.25806  0.61178
H  1.65996  -4.00038  3.07268
H  1.96654  -2.23205  3.22666
H  3.08590  -3.48386  3.80787
H  3.34751  -2.46358  -0.34439
H  3.38435  -1.32887  0.84899
H  1.79737  -2.05508  0.54542
C  -2.10330  2.53692  2.23301
C  -2.08508  3.54295  1.07060
O  -2.98699  3.65545  0.22679
C  -0.83377  4.36299  0.97086
H  -1.54846  2.96109  3.06989
H  -1.63793  1.56961  2.04376
H  -3.08680  2.35113  2.66463
H  -0.91273  5.09871  1.77124
H  -0.86722  4.83546  -0.01083
H  0.08885  3.79529  1.09166
C  2.92617  2.40099  1.63914
C  4.02487  3.26866  1.21225
O  4.05895  4.47271  1.42309
C  5.08927  2.59684  0.38096
H  2.56029  1.97840  0.70338
H  2.16846  2.98694  2.15936
H  3.36908  1.65542  2.29950
H  4.83768  1.66171  -0.11938
H  5.98728  2.38396  0.96093
H  5.25004  3.35922  -0.38129

Cartesian forces (eV/Å) of the 2 atoms listed first:
C 0.34 -1.65 2.28
C 0.84 0.33 1.01

No. 4
ORCA calculation (ωB97M-V/def2-TZVPD) on a cluster of 2 separate species, C5H14N2O in total in a non-equilibrium geometry.

Summary:
Net charge: 0

Atoms and positions in Å:
N  -0.32298  0.82471  -3.42621
C  -0.68699  0.75693  -2.06976
C  -0.62932  -0.36803  -1.35948
C  -1.26562  -0.54089  -0.00661
C  -0.28633  -0.91786  1.15766
C  1.17507  -1.12849  0.79815
N  1.91300  -1.33698  2.04621
H  0.47607  0.31673  -3.76192
H  -0.47819  1.70584  -3.87913
H  -0.97048  1.72632  -1.67114
H  -0.29498  -1.25065  -1.89974
H  -2.17330  -1.13975  -0.12591
H  -1.71023  0.41685  0.29870
H  -0.34138  -0.07415  1.82168
H  -0.71715  -1.73568  1.73230
H  1.49793  -0.26658  0.21409
H  1.28454  -2.03662  0.20863
H  2.87731  -1.55336  1.82283
H  1.86669  -0.52096  2.64586
O  -0.01525  2.26465  1.78122
H  -0.73708  2.17681  1.14598
H  -0.46133  2.68115  2.52659

Cartesian forces (eV/Å) of the 2 atoms listed first:
N -0.26 0.24 0.11
C 0.67 -0.23 -0.61

No. 5
ORCA calculation (ωB97M-V/def2-TZVPD) on a cluster of 2 separate species, CH5S3 in total in a non-equilibrium geometry.

Summary:
Net charge: -1

Atoms and positions in Å:
S  -2.12675  -1.28929  0.12893
H  -2.01278  -2.49435  -0.41611
C  -0.00465  2.32265  -0.94567
S  1.07197  1.18949  0.09318
S  1.32435  -0.91890  0.36067
H  -0.83473  1.67842  -1.20017
H  -0.24262  3.21106  -0.36943
H  0.50793  2.70162  -1.81200
H  -0.76779  -0.80313  0.48590

Cartesian forces (eV/Å) of the 2 atoms listed first:
S -0.22 1.48 0.70
H 0.87 -0.16 -0.02

No. 6
ORCA calculation (ωB97M-V/def2-TZVPD) on a cluster of 10 separate species, C36H62O32P2 in total in a non-equilibrium geometry.

Summary:
Net charge: 0

Atoms and positions in Å:
C  -0.82644  4.47914  -5.47988
C  0.63932  4.25146  -5.63340
O  1.00869  4.06821  -6.98331
P  0.84676  2.66461  -7.78005
O  -0.40155  1.94157  -7.64711
O  2.15106  1.75857  -7.46270
C  2.40728  1.34799  -6.16118
C  3.65037  2.06788  -5.59647
O  1.10503  3.12017  -9.30907
C  2.40968  3.67889  -9.64942
C  2.42250  3.79272  -11.17620
H  -1.13396  5.36504  -6.03550
H  -1.41068  3.59167  -5.72308
H  -1.09193  4.57058  -4.42667
H  1.18433  5.18089  -5.46841
H  0.98178  3.48016  -4.94354
H  1.56142  1.46862  -5.48437
H  2.65749  0.28819  -6.11320
H  3.55355  2.05296  -4.51088
H  4.59940  1.59971  -5.85772
H  3.71566  3.13261  -5.82049
H  2.43570  4.69752  -9.26235
H  3.18532  3.13380  -9.11148
H  2.22015  2.88550  -11.74549
H  1.97190  4.72929  -11.50466
H  3.46580  3.99899  -11.41514
C  1.41525  0.87892  9.15796
C  1.38251  2.25373  8.47897
O  2.05288  3.23971  9.16209
P  1.45101  4.75823  9.42748
O  1.44614  5.56485  8.18156
O  -0.02300  4.44166  10.06794
C  -0.21073  3.67442  11.22435
C  -0.85095  4.53735  12.22913
O  2.29057  5.35176  10.71099
C  3.65042  5.61774  10.44558
C  4.63046  4.71462  11.20762
H  0.96097  0.07705  8.57595
H  2.41659  0.71809  9.55740
H  0.78692  0.98996  10.04169
H  1.76450  2.07342  7.47415
H  0.36463  2.57366  8.25614
H  -0.86668  2.83133  11.00751
H  0.67964  3.38164  11.78077
H  -1.82659  4.87720  11.88168
H  -0.98604  3.91252  13.11199
H  -0.20216  5.35181  12.55133
H  3.87569  5.56802  9.38027
H  3.82701  6.67236  10.65697
H  4.48811  4.72779  12.28821
H  4.29395  3.70486  10.97256
H  5.67490  4.83268  10.91900
O  -0.56972  -9.50404  2.52994
C  -0.57893  -8.59812  3.33588
O  0.35226  -8.29503  4.18278
C  0.04968  -7.08860  4.85631
C  -1.37426  -6.72254  4.40578
O  -1.70575  -7.82929  3.55386
H  0.06500  -7.25843  5.93289
H  0.77176  -6.30154  4.63897
H  -1.47415  -5.71386  4.00491
H  -2.07050  -6.67944  5.24333
O  -1.70535  1.48406  1.15990
C  -1.48821  0.40007  0.62468
O  -0.81417  -0.60855  1.21529
C  -0.51019  -1.56039  0.23356
C  -1.51845  -1.23744  -0.87173
O  -1.77616  0.09879  -0.61168
H  0.55632  -1.48206  0.02254
H  -0.62805  -2.56824  0.63162
H  -2.41638  -1.85030  -0.95055
H  -1.05977  -1.44484  -1.83853
O  0.54614  -5.63156  -11.58294
C  0.00331  -5.65901  -10.49457
O  -0.94004  -6.46493  -10.11445
C  -1.05791  -6.39479  -8.73431
C  -0.52452  -4.99020  -8.40637
O  0.33247  -4.79852  -9.55362
H  -2.09826  -6.45623  -8.41494
H  -0.49484  -7.22418  -8.30631
H  0.00826  -4.97807  -7.45553
H  -1.29918  -4.23023  -8.50859
O  -6.72885  9.81576  4.71008
C  -5.82214  9.03451  4.56325
O  -5.82689  7.79452  5.10060
C  -4.64047  7.08182  4.92216
C  -3.94300  7.98669  3.90309
O  -4.70857  9.20232  3.83515
H  -3.98523  7.07609  5.79321
H  -4.68282  6.12715  4.39784
H  -3.95477  7.56815  2.89671
H  -2.91126  8.04050  4.25054
O  7.44402  -0.12898  1.40344
C  8.47547  0.25942  0.88605
O  9.01368  1.45715  1.05501
C  10.09899  1.67838  0.18394
C  10.46969  0.26519  -0.13671
O  9.24949  -0.42585  0.07577
H  9.69158  2.17730  -0.69536
H  10.96792  2.24702  0.51519
H  11.31534  -0.08820  0.45329
H  10.69048  0.25538  -1.20407
O  -11.37888  0.63256  -3.95845
C  -10.18557  0.57925  -3.74398
O  -9.31133  -0.41296  -4.16690
C  -8.01157  -0.15258  -3.84380
C  -8.13779  1.00070  -2.84926
O  -9.46620  1.45438  -3.11752
H  -7.69093  -1.07156  -3.35313
H  -7.40442  0.09985  -4.71314
H  -7.35925  1.70318  -3.14674
H  -8.04216  0.81829  -1.77890
O  -6.10282  -6.12565  -2.61243
C  -7.08824  -6.49779  -1.88827
O  -8.36096  -6.34186  -2.23331
C  -9.24301  -6.62130  -1.12823
C  -8.29725  -7.33328  -0.14818
O  -7.01983  -7.05975  -0.66207
H  -9.69916  -5.76915  -0.62438
H  -10.05753  -7.28554  -1.41710
H  -8.47162  -8.40270  -0.26670
H  -8.15874  -6.93241  0.85592
O  3.07493  -6.70920  -2.45126
C  4.21574  -6.62937  -2.82898
O  5.09178  -7.61346  -3.11858
C  6.29190  -7.14926  -3.50725
C  6.25133  -5.69492  -3.04261
O  4.85037  -5.46335  -2.92370
H  7.07259  -7.61569  -2.90636
H  6.47083  -7.27329  -4.57530
H  6.71372  -5.04586  -3.78627
H  6.86635  -5.59670  -2.14807

Cartesian forces (eV/Å) of the 2 atoms listed first:
C -0.81 -0.37 0.56
C 0.18 1.12 0.49

The records above give, respectively, HOMO values of -8.94, -8.55, -8.23, -7.91, -2.76, -10.51 eV.
The records above give, respectively, relative energy (zero: lowest compared OMol25 entry of this formula, charge and spin) values of 1.439, 5.462, 16.199, 2.297, 1.457, 0.000 eV.
The records above give, respectively, HOMO-LUMO gap values of 9.5, 9.2, 8.1, 8.6, 6.3, 10.4 eV.